--- A ---
16
Properties=species:S:1:pos:R:3 method="wB97M-V/def2-TZVPD" gap_ev=9.226
C -0.3423 1.0638 -0.2555
C 0.8783 0.9116 0.1999
C -1.5287 1.2130 -0.6449
C 1.5748 -0.3973 -0.2203
C 2.9902 -0.5085 0.0825
C -2.7185 0.0102 0.2803
O 0.9616 -1.2812 -0.7387
O -2.7266 -1.2608 -0.1271
H 1.3095 1.4585 0.9548
H -2.1142 1.6379 -1.4407
H 3.0589 -1.3318 0.8069
H 3.2917 0.3429 0.5738
H 3.5069 -0.7877 -0.7991
H -2.6040 0.3065 1.3440
H -3.6468 0.4250 -0.1669
H -1.8910 -1.8020 0.1509

***

--- B ---
16
Properties=species:S:1:pos:R:3 method="wB97M-V/def2-TZVPD" smiles="C=CC(O)(C=C)C=O" gap_ev=10.064
C 1.5961 -1.6584 0.0089
C 0.3592 -1.4417 0.4148
C -0.3744 -0.2032 0.1825
O -0.7578 0.3547 1.3818
C 0.3245 0.9798 -0.5180
C 0.6767 2.1748 0.1277
C -1.6809 -0.4200 -0.6167
O -2.7469 -0.3429 -0.0536
H 2.0317 -0.8474 -0.6483
H 2.0987 -2.6626 0.1369
H -0.3338 -2.1629 0.9334
H -1.7853 0.2963 1.4416
H 0.4639 1.0691 -1.7650
H 0.6877 2.4751 1.2637
H 1.0551 2.9489 -0.5120
H -1.6147 -0.5598 -1.7777

***

--- C ---
16
Properties=species:S:1:pos:R:3 method="wB97M-V/def2-TZVPD" smiles="C1=C[C@H]2OC[C@H](C1)O2" gap_ev=10.122
C -1.3775 -0.6966 -0.7119
C -1.0512 -1.0483 0.5745
C -0.2959 -0.0224 1.3581
O 1.2720 -0.1848 1.4507
C 1.8763 0.6849 0.3824
C 0.5480 0.4485 -0.4967
C -0.5940 0.3638 -1.5109
O -0.3334 1.0192 0.5110
H -2.1495 -1.3846 -1.2112
H -1.4373 -1.9547 1.1069
H -0.6944 0.1064 2.3937
H 2.0097 1.6930 0.7326
H 2.8531 0.3378 -0.0123
H 0.7095 -0.6222 -0.4736
H -0.2866 -0.1761 -2.3893
H -1.0489 1.4361 -1.7037

***

--- D ---
16
Properties=species:S:1:pos:R:3 method="wB97M-V/def2-TZVPD" gap_ev="6.349 / 6.350"
C -1.3681 0.0233 1.1323
C -0.7042 -1.1011 -1.2139
C 1.3403 -0.5393 1.0309
C -0.4933 0.2507 -0.5435
C 1.1928 0.3864 0.0563
C 1.9194 1.4724 -0.2458
O 1.6792 -1.4532 1.6453
O -0.8310 1.2919 -1.1066
H -0.0805 -1.1345 -2.1097
H -2.3572 -0.0067 0.6849
H -1.2040 -0.8728 1.7290
H -1.2526 0.9367 1.7109
H -1.7517 -1.2093 -1.4888
H -0.4267 -1.9385 -0.5719
H 2.8978 1.6788 0.1633
H 1.4399 2.2152 -0.8727

***

B is the most stable structure; the next one sits 0.591 eV above it.

***

--- A ---
16
Properties=species:S:1:pos:R:3 method="wB97M-V/def2-TZVPD" gap_ev="8.499 / 8.499"
C -1.0196 1.4652 -0.0951
C 0.0700 0.4693 0.1926
C -0.1513 -0.8845 0.2787
C -1.4504 -1.6064 0.3365
O 0.9110 -1.6939 0.1316
C 2.0808 -1.0894 -0.2830
C 1.9222 0.1485 -0.6825
O 2.6310 1.2377 -0.9288
H -0.5920 2.3584 -0.5535
H -1.7609 1.0634 -0.7865
H -1.5367 1.7826 0.8168
H 0.8714 0.8402 0.8325
H -1.7662 -1.8970 -0.6710
H -1.3269 -2.5255 0.9107
H -2.2335 -0.9990 0.7871
H 3.3513 1.3304 -0.2861

***

--- B ---
16
Properties=species:S:1:pos:R:3 method="wB97M-V/def2-TZVPD" smiles="C=C=C=O.CC(C)=O" gap_ev=8.465
C -3.0360 1.4823 0.1788
C -2.5643 0.3012 -0.1816
C -2.1402 -0.8537 0.1295
O -1.7131 -1.9235 -0.0865
H -3.4255 2.0552 -0.5458
H -3.0049 1.9997 1.2131
C 2.1853 -0.8420 0.9373
C 1.1446 0.1004 0.3258
C 1.3926 0.0966 -1.1718
O 0.2312 0.8061 0.7578
H 1.6190 -1.7772 1.1687
H 2.4227 -0.4855 1.9746
H 2.9985 -1.0848 0.3193
H 0.7823 -0.7355 -1.6697
H 2.3550 -0.0355 -1.6140
H 0.7528 0.8963 -1.7357

***

--- C ---
16
Properties=species:S:1:pos:R:3 method="wB97M-V/def2-TZVPD" smiles=Oc1ccccc1.O gap_ev=9.656
O -0.4639 -2.0617 -0.1696
C -0.5579 -0.7150 0.0784
C -0.4399 0.1256 -1.0186
C -0.4567 1.4916 -0.8326
C -0.6717 2.0244 0.4374
C -0.7816 1.1702 1.5236
C -0.7112 -0.2059 1.3581
H -0.6389 -2.5215 0.6589
H -0.2639 -0.3174 -1.9856
H -0.3231 2.2050 -1.6384
H -0.6913 3.0982 0.5885
H -0.8429 1.5578 2.5355
H -0.7438 -0.8826 2.1988
O 2.8316 -1.5553 -0.9915
H 2.8647 -2.0656 -1.8081
H 1.8906 -1.3479 -0.9350

***

C is the most stable structure; the next one sits 3.903 eV above it.

***

--- A ---
16
Properties=species:S:1:pos:R:3 method="wB97M-V/def2-TZVPD" smiles="C#CC(C)=O.CC=O" gap_ev=9.817
C 1.5505 -0.2004 2.5550
C 0.8296 -0.3110 1.5915
C -0.4938 -0.6686 0.9553
C -1.5292 0.4175 0.9632
O -0.5867 -1.7654 0.4359
H 2.1228 -0.0880 3.4471
H -1.8614 0.5916 1.9889
H -1.1136 1.3443 0.5617
H -2.3638 0.1212 0.3211
C -0.0759 -0.0374 -2.1596
C 1.1790 0.2247 -1.2169
O 1.6117 1.3663 -1.1023
H -0.8894 -0.6326 -1.7386
H 0.3263 -0.5917 -3.0098
H -0.4923 0.9190 -2.4857
H 1.7863 -0.6895 -1.1068

***

--- B ---
16
Properties=species:S:1:pos:R:3 method="wB97M-V/def2-TZVPD" gap_ev=9.106
C 1.0750 1.3315 -0.2984
C 0.2099 0.0356 0.1534
C -1.1045 0.0494 1.0190
C -1.9098 -0.3373 -0.1403
C -0.5659 -0.4298 -1.0645
C 1.2524 -0.9856 0.5553
H 2.3728 0.7357 -0.9451
H 1.3103 2.0956 0.6331
H 0.7099 2.3095 -1.7091
H -1.0193 -0.7971 1.8015
H -1.3071 0.8580 1.7632
H -0.7754 0.1723 -1.9348
H -0.2262 -1.4901 -1.4280
H 1.3906 -0.8034 2.1536
O -3.1561 -0.8266 -0.2433
O 1.7433 -1.9177 -0.3156

***

A is the most stable structure; the next one sits 7.299 eV above it.

***

--- A ---
20
Properties=species:S:1:pos:R:3 method="wB97M-V/def2-TZVPD" charge=+1 gap_ev=4.221
C 2.3220 0.4042 0.9953
N -0.3333 -1.0644 0.1890
C -1.5945 -0.5372 -0.3381
C -2.5193 0.0835 0.7035
S -4.1828 0.5834 0.0675
C 2.5743 0.3234 -0.5076
N 1.4022 -0.0233 -1.1848
H 1.6310 -0.4403 1.2736
H 1.7819 1.3773 1.2443
H -0.3020 -2.0867 0.2641
H -1.4874 0.2783 -1.1595
H -2.1375 -1.3578 -0.8667
H -2.0032 0.8889 1.2949
H -2.7580 -0.7012 1.4031
H -3.8232 1.7069 -0.5634
H 2.7550 1.3954 -0.8383
H 3.4908 -0.2310 -0.7212
H 1.4112 -0.2414 -2.1336
H 0.4970 -0.7176 -0.5923
H 3.2759 0.3596 1.4702

***

--- B ---
20
Properties=species:S:1:pos:R:3 method="wB97M-V/def2-TZVPD" charge=+1 gap_ev=8.759
C -0.0206 -0.9022 -2.0002
C 0.1926 0.4110 -2.1840
N -0.4391 1.3865 -1.2682
N 0.7579 -1.8864 -2.5112
H -0.8685 -1.2374 -1.4132
H 0.8680 0.8474 -2.8981
H -0.6871 2.2460 -1.7634
H -1.2758 1.0057 -0.8249
H 0.2141 1.6539 -0.5243
H 1.5952 -1.5820 -2.9811
H 0.8212 -2.7670 -2.0317
C 0.9991 0.1363 3.0385
S -0.4133 1.2162 2.6404
C -1.2552 0.0794 1.5148
H 1.6335 0.0401 2.1626
H 0.6077 -0.8300 3.3504
H 1.5383 0.5867 3.8647
H -2.0535 0.6404 1.0281
H -0.5268 -0.2640 0.7789
H -1.6877 -0.7806 2.0216

***

B is the most stable structure; the next one sits 5.145 eV above it.